Record 1
The following is a quantum chemistry calculation of an isolated ion of composition C2H6N3O and charge +1 at a distorted geometry, from the OMol25 dataset.

The charge is +1. The total energy comes out at -8677.858 eV. As for the SMILES: [H]/N=C/CO/[NH+]=N/[H]. The HOMO energy comes out at -0.5248 Eh. The spin multiplicity is 1. The calculation puts the LUMO energy at -6.02 eV. The energy above the lowest of the compared OMol25 structures with the same formula, charge and spin comes out at 123.57 kcal per mole. The calculation puts the max |F| at 1.39 eV Å⁻¹.

Last column: Mulliken charge in e.
Positions of all 12 atoms, in Å:
1 C 0.34547 -0.88892 -0.13288  -0.3091
2 C 1.68147 -0.17630 0.06975  -0.0829
3 N 1.69941 1.06760 0.09033  -0.4775
4 N -2.11571 0.10326 0.69739  -0.5331
5 N -1.62032 0.45413 -0.36399  0.6262
6 O -0.53032 -0.04357 -0.87911  -0.1470
7 H 0.49387 -1.79697 -0.72256  0.3069
8 H -0.09294 -1.14411 0.83825  0.3321
9 H 2.52163 -0.85944 0.20486  0.3886
10 H 2.57870 1.55080 0.23669  0.2730
11 H -2.97692 0.56234 0.99042  0.3171
12 H -1.98434 1.17117 -1.02913  0.3057


Record 2
The following is a quantum chemistry calculation of C11H23ClI2NP2SY as an isolated structure at a distorted geometry, from the OMol25 dataset.

The charge is +2. The total energy comes out at -72439.380 eV. The HOMO energy comes out at -0.5279 Eh. The spin multiplicity is 1. The calculation puts the LUMO energy at -8.90 eV. The energy above the lowest of the compared OMol25 structures with the same formula, charge and spin comes out at 0.00 kcal per mole. The calculation puts the max |F| at 2.17 eV Å⁻¹.

Last column: Mulliken charge in e.
Positions of all 42 atoms, in Å:
1 I 4.43124 -0.16225 -2.87499  0.2343
2 I 2.99014 -2.24570 -1.58008  -0.0562
3 Y 1.00356 -0.05794 -0.78242  0.4205
4 P 2.01774 0.19349 1.84289  0.6924
5 C 1.57551 -1.26382 2.94529  -0.9073
6 C 3.83334 0.11584 1.50763  -0.8859
7 H 4.51003 0.14433 2.37042  0.3807
8 H 2.18567 1.87239 3.76252  0.4037
9 H 4.09360 0.96443 0.86134  0.3270
10 H 1.91468 2.57094 2.15927  0.3037
11 H 1.82984 -2.18793 2.38186  0.2941
12 H 4.07889 -0.79572 0.94290  0.2627
13 C 1.65893 1.72307 2.80805  -0.9686
14 H 2.06536 -1.34086 3.94224  0.3795
15 H 0.58463 1.78716 3.03075  0.1985
16 H 0.47873 -1.26900 3.12488  0.1453
17 P -0.45803 0.62662 -3.15324  0.7235
18 C -1.70880 -0.68087 -3.67065  -1.0506
19 C -1.34191 2.24863 -3.24129  -1.0996
20 H 1.62235 1.40250 -4.10833  0.3026
21 H 0.62959 0.83056 -5.45337  0.3811
22 H 1.43407 -0.32571 -4.39442  0.2866
23 C 0.89924 0.63389 -4.40952  -0.9473
24 H -0.62770 3.02289 -2.93702  0.3042
25 H -1.77352 2.57211 -4.19973  0.4046
26 H -2.20879 -0.59906 -4.66109  0.3847
27 H -2.51630 -0.71030 -2.90808  0.2567
28 H -2.16948 2.24672 -2.52009  0.3318
29 H -1.19480 -1.66393 -3.65117  0.3105
30 Cl 2.02881 2.21995 -1.12652  -0.3415
31 S -1.10746 1.17104 0.59674  -0.2627
32 C -2.09769 0.01985 1.28365  0.3326
33 N -2.20945 0.07054 2.66032  -0.0402
34 C -2.66638 -0.99933 3.40367  -0.3633
35 C -3.22780 -2.07835 2.73913  -0.4547
36 C -3.29319 -2.08831 1.33786  -0.2293
37 C -2.77200 -1.01154 0.61744  -0.3704
38 H -1.77202 0.83516 3.15183  0.2713
39 H -2.55550 -0.90580 4.49423  0.4258
40 H -3.63133 -2.92039 3.33250  0.4093
41 H -3.73551 -2.97169 0.83272  0.4125
42 H -2.79825 -0.99362 -0.45813  0.3975


Record 3
The following is a quantum chemistry calculation of a 3-piece molecular cluster, C2H12NO2S overall at a distorted geometry, from the OMol25 dataset.

The charge is +1. The total energy comes out at -18682.769 eV. The HOMO energy comes out at -0.4699 Eh. The spin multiplicity is 1. The calculation puts the LUMO energy at -3.11 eV. The energy above the lowest of the compared OMol25 structures with the same formula, charge and spin comes out at 10.56 kcal per mole. The calculation puts the max |F| at 2.37 eV Å⁻¹.

Last column: Mulliken charge in e.
Positions of all 18 atoms, in Å:
1 C -0.44796 0.00853 1.29386  -0.6486
2 C 0.76359 0.88114 1.12460  -0.5849
3 S 0.28000 2.61083 1.10720  -0.2195
4 N -0.88053 -0.50556 -0.03628  -0.2787
5 H -0.33771 -0.80365 2.01200  0.3037
6 H -1.31709 0.55675 1.66863  0.4586
7 H 1.57689 0.67298 1.81432  0.4510
8 H 1.29770 0.57424 0.21304  0.3366
9 H 1.27389 3.07936 0.34108  0.1687
10 H -1.78076 -0.97617 -0.03592  0.3369
11 H -1.13865 0.31985 -0.61458  0.3678
12 H -0.16990 -0.97196 -0.58300  0.3135
13 H -0.63165 0.75006 -3.18031  0.3013
14 H -0.69787 2.11883 -2.51897  0.3056
15 O -0.53384 1.18644 -2.32382  -0.6116
16 H 1.14144 -3.40688 0.61564  0.3106
17 H 0.97190 -3.20175 -0.87702  0.3168
18 O 0.63055 -2.89304 -0.02048  -0.6279


Record 4
The following is a quantum chemistry calculation of one molecule with the formula C15H15NO3 at a distorted geometry, from the OMol25 dataset.

The total energy comes out at -23429.059 eV. As for the SMILES: O=C1ON(c2ccccc2)C(=O)[C@@H]1[C@@H]1C=CCCC1. The HOMO energy comes out at -0.3332 Eh. The spin multiplicity is 1. The calculation puts the LUMO energy at 0.58 eV. The energy above the lowest of the compared OMol25 structures with the same formula, charge and spin comes out at 69.29 kcal per mole. The calculation puts the max |F| at 4.02 eV Å⁻¹.

Last column: Mulliken charge in e.
Positions of all 34 atoms, in Å:
1 O -1.13356 2.50669 -1.17732  -0.5480
2 O 2.32998 -0.23864 0.20683  -0.6564
3 O -0.25681 0.54199 -2.03077  -0.3143
4 C -0.36299 1.57812 -1.14231  0.2175
5 C 1.42628 0.28637 -0.48823  -0.1091
6 C -2.08309 0.51863 2.25151  -0.6339
7 C -0.92263 0.36422 1.48251  -0.5580
8 C 1.27735 -4.22008 -3.17370  -0.5086
9 C 2.34356 -3.55259 -2.57827  -0.5463
10 C 0.06085 -3.55261 -3.20433  -0.4482
11 C 2.18736 -2.27248 -2.02704  -0.3354
12 C -0.08331 -2.22700 -2.69055  -0.3086
13 C 0.97495 -1.57895 -2.09741  0.4613
14 N 0.84074 -0.25148 -1.62134  0.3472
15 C -2.39223 1.73881 3.04585  -0.7539
16 C 0.70026 1.55666 -0.03948  0.2015
17 C -1.09943 2.53849 3.28548  -0.7637
18 C -0.33943 2.73443 1.99466  -0.8812
19 C 0.17930 1.43710 1.39163  0.4377
20 H -2.80049 -0.29138 2.31336  0.4070
21 H -0.79241 -0.56610 0.95502  0.4090
22 H 1.40814 -5.19188 -3.60764  0.4132
23 H 3.31375 -4.00842 -2.45553  0.3615
24 H -0.79073 -4.03978 -3.70814  0.3227
25 H 3.03900 -1.77151 -1.58856  0.3729
26 H -1.05429 -1.70182 -2.83525  0.3520
27 H -2.89612 1.54337 3.96832  0.4287
28 H -3.05973 2.33095 2.40307  0.2824
29 H 1.32010 2.44379 -0.09274  0.6400
30 H -0.45901 2.02568 4.04676  0.2855
31 H -1.37231 3.51546 3.70079  0.3709
32 H 0.49984 3.43599 2.17254  0.3386
33 H -0.98931 3.23195 1.27372  0.3300
34 H 0.98641 1.13601 2.06659  0.3860


Record 5
The following is a quantum chemistry calculation of a 9-piece molecular cluster, C23H42ClO22 overall at a distorted geometry, from the OMol25 dataset.

The charge is -1. The total energy comes out at -82094.078 eV. The HOMO energy comes out at -0.3034 Eh. The spin multiplicity is 1. The calculation puts the LUMO energy at 2.21 eV. The calculation puts the max |F| at 4.51 eV Å⁻¹.

Last column: Mulliken charge in e.
Positions of all 88 atoms, in Å:
1 Cl 3.80051 -13.97471 2.74477  1.6056
2 O 2.60259 -13.13529 2.70021  -0.6656
3 O 3.85539 -14.83559 1.57186  -0.4999
4 O 4.91773 -13.13375 2.82057  -0.6032
5 O 3.70047 -14.71910 3.98615  -0.7426
6 C 7.19197 -11.81669 -2.12697  -1.1616
7 C 7.81444 -11.86154 -0.72518  0.3382
8 C 6.76547 -12.36635 0.33217  0.3090
9 O 7.59505 -13.15853 1.12786  -0.2422
10 C 8.70405 -13.52725 0.41673  0.5510
11 O 9.55205 -14.33343 0.77808  -0.6162
12 O 8.78288 -12.85375 -0.71187  -0.3543
13 H 6.78158 -12.79684 -2.36983  0.1784
14 H 7.96872 -11.60637 -2.86217  0.3788
15 H 6.47991 -10.99792 -2.02352  0.3717
16 H 8.27137 -10.92483 -0.40596  0.3283
17 H 5.99180 -13.03949 -0.03718  -0.3402
18 H 6.19826 -11.58000 0.83018  0.2327
19 C 3.80917 -17.89515 -0.28702  -1.2587
20 C 3.94560 -17.13890 -1.60666  0.9797
21 C 5.08638 -16.04456 -1.63644  0.2195
22 O 5.68616 -16.35849 -2.85209  -0.3811
23 C 5.25893 -17.54392 -3.38000  0.5593
24 O 5.79903 -18.21769 -4.25573  -0.6014
25 O 4.34256 -18.03951 -2.55967  -0.3823
26 H 3.57029 -17.15201 0.47376  0.1392
27 H 4.69448 -18.44290 0.03591  0.4071
28 H 3.00232 -18.62459 -0.35786  0.3809
29 H 3.02887 -16.63447 -1.91203  -0.1270
30 H 5.64841 -16.17056 -0.71105  0.2470
31 H 4.63341 -15.05395 -1.67654  -0.2524
32 C 3.56519 -13.35138 7.96209  -1.4671
33 C 4.27070 -12.07615 7.41276  0.5537
34 C 3.74632 -11.51432 6.10768  0.8302
35 O 3.50856 -10.14261 6.36559  -0.2812
36 C 3.70441 -9.87740 7.65918  0.5138
37 O 3.74537 -8.75774 8.21828  -0.6464
38 O 3.87957 -11.05930 8.31791  -0.4378
39 H 2.48471 -13.27818 8.08582  0.4108
40 H 3.88800 -13.62462 8.96669  0.4090
41 H 3.70950 -14.17388 7.26154  0.3072
42 H 5.36063 -12.08587 7.42006  0.2779
43 H 2.85215 -12.03761 5.76896  -0.5131
44 H 4.49043 -11.52643 5.31128  -0.0018
45 C 0.59220 -15.41014 -1.01364  -1.6651
46 C 0.47126 -16.05570 0.32839  1.2087
47 C -0.27187 -15.27167 1.33581  0.2210
48 O -0.94912 -16.29709 2.01907  -0.2774
49 C -1.06472 -17.35414 1.23087  0.5055
50 O -1.68315 -18.36234 1.43927  -0.5861
51 O -0.32416 -17.13401 0.09280  -0.4535
52 H 0.79202 -16.07753 -1.85195  0.3927
53 H 1.27039 -14.55797 -0.96943  0.2109
54 H -0.35516 -14.94309 -1.28284  0.5280
55 H 1.42441 -16.42828 0.70362  -0.1041
56 H -0.84577 -14.48537 0.84544  0.1729
57 H 0.47457 -14.78232 1.96149  -0.1166
58 C 0.14840 -13.43937 5.18417  -1.0738
59 C -0.49165 -14.54037 5.97835  0.5514
60 C -0.04998 -15.93745 5.53452  -0.1033
61 O 0.66310 -16.39271 6.73515  -0.3779
62 C 0.46761 -15.55336 7.73857  0.6849
63 O 0.82690 -15.68272 8.89790  -0.6039
64 O -0.06974 -14.40902 7.29752  -0.3847
65 H -0.32705 -13.39019 4.20457  0.3640
66 H 1.22805 -13.48819 5.04251  -0.1164
67 H -0.00250 -12.47761 5.67444  0.4614
68 H -1.58085 -14.53302 5.93720  0.2452
69 H 0.65926 -15.87930 4.70887  0.0775
70 H -0.90890 -16.57542 5.32634  0.2855
71 C 2.91582 -9.42544 3.25779  -0.4830
72 O 4.09307 -9.81912 2.57958  -0.5293
73 H 2.24902 -10.20451 3.62728  0.0689
74 H 3.26846 -8.87885 4.13243  0.2989
75 H 2.24153 -8.75954 2.71927  0.3303
76 H 4.18486 -10.75932 2.75049  0.2931
77 C 6.72883 -14.25366 6.30107  -0.3481
78 O 6.88240 -14.32895 7.70028  -0.5031
79 H 6.86827 -15.28980 5.99274  0.4282
80 H 5.74021 -14.01933 5.90634  -0.1094
81 H 7.48138 -13.61418 5.83972  0.2214
82 H 7.48454 -15.04827 7.90430  0.3258
83 C 3.13459 -12.32449 -0.80751  -0.2307
84 O 1.93145 -12.48313 -0.12710  -0.5844
85 H 3.77684 -11.54251 -0.40238  0.3029
86 H 3.73613 -13.23151 -0.74775  -0.1619
87 H 2.80711 -12.06809 -1.81504  0.3640
88 H 2.19465 -12.65156 0.78062  0.3169


Q: spin multiplicity of number 1 (C2H6N3O)?
A: 1


Q: The highest max |F| belongs to which entry?
A: C23H42ClO22